No. 1
Molecular formula: C20H41BO7
Method: DFT, ωB97M-V/def2-TZVPD

Geometry as XYZ:
```
69
Properties=species:S:1:pos:R:3:forces:R:3:lowdin_charge:R:1
C -2.076 5.432 -0.676 0.38 0.04 -0.71 -0.15
C -2.045 4.564 -2.104 0.02 0.93 0.98 -0.26
C -2.252 2.981 -1.739 -0.72 -1.05 -0.56 -0.24
C -1.374 1.932 -2.643 0.70 1.02 -0.55 -0.22
C 0.204 2.333 -2.459 0.41 0.64 0.32 -0.24
C 1.192 1.101 -2.023 -0.11 0.29 -0.32 -0.21
C 1.952 1.329 -0.587 0.92 -0.43 -0.47 -0.22
C 3.432 2.092 -0.732 -0.67 0.23 1.57 -0.23
C 3.317 3.653 -1.211 0.37 -0.33 -0.32 -0.19
B 4.764 4.289 -1.774 -2.81 1.38 -0.06 -0.09
C 4.613 5.838 -2.404 0.17 -0.32 -2.10 -0.12
C 4.588 5.655 -4.178 -3.14 -1.90 0.00 -0.15
C 3.070 5.092 -4.806 4.34 -2.25 0.12 -0.01
O 4.441 4.190 -4.703 -0.22 5.02 0.29 -0.25
H -2.654 4.810 0.128 1.05 1.43 -1.46 0.07
H -0.959 5.637 -0.309 -2.52 -0.53 -0.69 0.08
H -2.591 6.471 -0.882 1.01 -2.09 0.67 0.07
H -2.891 5.022 -2.800 1.69 -1.39 1.42 0.11
H -1.025 4.833 -2.612 -1.89 -0.89 0.84 0.10
H -3.397 2.712 -1.923 2.34 0.63 0.62 0.12
H -1.999 2.733 -0.603 -0.51 0.82 -2.38 0.12
H -1.529 0.796 -2.368 0.07 2.40 -0.43 0.11
H -1.625 2.094 -3.799 0.30 -0.53 2.56 0.12
H 0.326 3.166 -1.612 -0.48 -1.72 -1.80 0.10
H 0.565 2.855 -3.462 -0.58 -1.18 2.08 0.10
H 1.994 0.996 -2.901 -1.67 -0.20 2.09 0.12
H 0.522 0.131 -1.922 1.55 1.84 -0.43 0.10
H 2.201 0.249 -0.161 -0.69 2.29 -0.65 0.11
H 1.255 1.929 0.170 1.51 -1.32 -1.61 0.12
H 3.861 2.116 0.382 -0.77 -0.08 -2.37 0.12
H 4.211 1.458 -1.348 -1.80 1.31 0.93 0.12
H 2.874 4.339 -0.343 0.90 -1.44 -1.76 0.13
H 2.567 3.769 -2.113 1.29 -0.25 1.68 0.08
H 5.785 3.702 -1.720 0.24 -0.06 -0.05 0.05
H 3.568 6.314 -2.132 2.34 -0.74 -0.54 0.10
H 5.532 6.521 -2.164 -1.89 -1.10 -0.42 0.09
H 5.219 6.500 -4.856 -1.90 -2.78 1.79 0.16
H 2.789 5.353 -5.924 0.69 -0.63 2.53 0.10
H 2.522 4.219 -4.245 0.06 2.91 -0.77 0.09
C 1.158 -5.217 4.046 -0.34 0.00 -0.12 -0.07
C 2.144 -4.068 3.920 0.03 -0.44 0.56 -0.22
O 1.905 -3.314 2.726 -0.67 0.90 -0.13 0.02
C 0.842 -2.473 2.765 -0.27 -0.21 0.26 -0.55
O 0.092 -2.305 3.715 1.02 -0.16 -1.26 0.10
O 0.737 -1.871 1.554 0.24 -0.46 0.97 -0.01
C -0.413 -1.034 1.426 -0.37 0.36 -0.15 -0.05
H 1.173 -5.838 3.144 0.16 0.04 0.15 0.08
H 1.398 -5.840 4.912 0.03 0.07 -0.11 0.08
H 0.133 -4.852 4.161 0.20 0.02 0.09 0.06
H 3.159 -4.472 3.841 -0.18 0.28 -0.27 0.12
H 2.123 -3.417 4.801 -0.16 -0.02 -0.26 0.13
H -0.461 -0.297 2.233 -0.03 -0.25 -0.05 0.10
H -1.317 -1.648 1.408 0.06 0.11 0.16 0.10
H -0.338 -0.500 0.475 0.25 -0.25 0.13 0.08
C -4.036 -7.461 0.504 0.29 0.23 0.00 -0.07
C -5.147 -7.471 1.539 -0.13 -0.17 -0.67 -0.22
O -4.652 -7.103 2.831 0.06 0.99 0.43 0.02
C -4.414 -5.780 3.014 0.12 0.21 -0.41 -0.55
O -4.590 -4.897 2.190 0.17 -1.19 1.17 0.10
O -3.918 -5.611 4.265 -0.52 -0.27 -0.96 -0.01
C -3.523 -4.269 4.550 0.16 0.48 0.23 -0.05
H -3.201 -8.090 0.830 -0.21 -0.06 -0.05 0.08
H -4.400 -7.826 -0.461 0.01 0.00 0.13 0.08
H -3.634 -6.454 0.359 -0.20 -0.11 0.01 0.07
H -5.546 -8.488 1.630 0.14 0.24 0.32 0.12
H -5.982 -6.823 1.244 0.27 0.04 0.14 0.12
H -4.337 -3.565 4.357 0.17 -0.15 -0.13 0.10
H -2.638 -4.011 3.963 -0.18 0.10 -0.02 0.09
H -3.263 -4.212 5.611 -0.09 -0.30 -0.21 0.10
```
Positions in Å, forces in eV/Å.

SMILES: CCCCCCCCCBC[C@@H]1CO1.CCOC(=O)OC.CCOC(=O)OC
Electronic energy, Ha: -1337.8504
Gap between HOMO and LUMO, eV: 10.4839
Lowest unoccupied orbital energy, eV: 0.565
HOMO level, eV: -9.9

---

No. 2
Molecular formula: C20H41LuN2P3S
Method: DFT, ωB97M-V/def2-TZVPD

Geometry as XYZ:
```
68
Properties=species:S:1:pos:R:3:forces:R:3:lowdin_charge:R:1
Lu -0.267 0.611 -1.071 0.10 0.01 -0.51 1.30
P -1.104 -2.114 -0.649 -0.57 -2.36 -0.19 0.72
P 0.215 0.093 1.643 0.76 0.15 2.03 0.70
P 2.667 -0.123 -1.127 1.96 -0.79 1.27 0.75
H -0.286 4.340 -5.524 -0.34 0.10 0.17 0.08
C 0.467 3.595 -5.713 0.01 -0.03 -0.92 -0.05
C 0.110 2.316 -5.835 -0.76 0.56 -2.07 -0.20
H -0.990 2.092 -5.815 1.11 0.00 0.12 0.10
C -2.910 -2.578 -0.614 -0.06 0.71 -0.12 -0.26
C -0.605 -3.309 0.696 0.37 0.45 0.17 -0.25
C -0.542 -3.136 -2.087 -0.18 0.48 -0.32 -0.26
C 0.795 1.652 2.387 0.12 0.36 -0.14 -0.25
C -1.147 -0.196 2.820 -0.79 -0.02 -0.01 -0.26
C 1.362 -1.006 2.587 0.47 -0.47 -0.17 -0.25
C 3.892 -0.192 -2.502 -0.53 0.41 -0.47 -0.24
C 2.735 -1.888 -0.575 -0.72 0.52 -0.07 -0.24
C 3.612 0.788 0.184 -0.45 0.45 0.13 -0.24
H 1.443 4.053 -5.876 0.03 -0.66 -0.05 0.10
H 0.759 1.514 -6.189 -0.10 0.48 -0.09 0.05
H -3.493 -1.881 -1.231 -0.01 -0.36 0.13 0.05
H -3.294 -2.556 0.418 0.15 0.09 -0.29 0.06
H -3.035 -3.606 -0.987 0.14 0.38 0.06 0.07
H -1.025 -3.005 1.668 0.25 -0.16 -0.34 0.04
H 0.489 -3.409 0.764 -0.42 0.07 0.04 0.04
H -1.016 -4.299 0.436 0.06 0.47 -0.03 0.08
H -0.739 -2.585 -3.021 0.15 -0.34 0.20 0.05
H -1.119 -4.072 -2.099 0.24 0.27 0.01 0.07
H 0.526 -3.370 -2.010 -0.33 0.04 -0.10 0.03
H 1.099 1.437 3.418 -0.10 0.18 -0.17 0.07
H -0.014 2.383 2.400 0.10 0.12 -0.03 0.06
H 1.656 2.054 1.851 -0.06 0.11 0.10 0.03
H -0.716 -0.322 3.817 -0.03 0.02 -0.20 0.07
H -1.718 -1.095 2.595 -0.10 -0.04 0.01 0.04
H -1.821 0.654 2.889 -0.12 0.05 -0.18 0.05
H 1.201 -0.743 3.639 0.06 -0.08 -0.29 0.06
H 2.424 -0.852 2.396 -0.15 -0.02 -0.17 0.04
H 1.136 -2.070 2.473 0.01 0.17 -0.03 0.04
H 4.945 -0.285 -2.192 -0.54 0.06 0.31 0.08
H 3.775 0.732 -3.075 0.30 -0.16 -0.21 0.04
H 3.656 -1.048 -3.142 -0.05 0.19 -0.05 0.06
H 3.740 -2.320 -0.685 -0.34 0.21 0.13 0.08
H 2.018 -2.406 -1.234 0.48 -0.14 0.44 0.01
H 2.378 -1.901 0.469 0.26 -0.38 -0.53 0.01
H 4.700 0.813 0.039 -0.34 -0.12 -0.25 0.07
H 3.433 0.346 1.173 -0.04 0.13 -0.33 0.02
H 3.233 1.823 0.205 0.38 -0.28 0.07 0.04
C 0.029 2.557 -3.166 -0.53 1.66 0.78 -0.73
C 1.041 3.560 -3.159 -0.60 0.07 0.38 -0.12
C 0.719 4.881 -2.862 0.19 -0.95 0.33 -0.03
C -0.598 5.219 -2.599 -0.04 0.09 -0.81 -0.03
C -1.605 4.378 -3.051 -0.68 -0.86 1.22 -0.06
C -1.324 3.002 -3.194 0.80 -0.04 -0.27 -0.14
S 0.471 0.950 -3.741 0.69 -0.80 2.24 0.82
H 1.510 0.818 -2.727 -1.08 -0.04 -1.37 -0.18
H 2.034 3.311 -3.481 0.40 -0.17 0.15 0.12
H 1.434 5.685 -2.882 0.48 -0.13 0.27 0.13
H -0.767 6.177 -2.143 -0.48 0.45 -0.39 0.13
H -2.646 4.732 -3.093 0.53 -0.26 0.05 0.14
H -2.121 2.275 -3.373 0.13 0.30 -0.09 0.12
N -4.043 1.566 0.871 -0.07 0.36 -0.15 0.12
C -3.923 2.841 0.335 0.47 -0.36 0.07 0.00
C -2.802 2.814 -0.419 -0.06 -0.69 0.07 -0.10
N -2.256 1.519 -0.408 -0.36 -0.21 0.66 -0.13
C -3.055 0.795 0.406 -0.08 0.71 -0.31 -0.20
H -4.735 1.298 1.559 -0.11 -0.15 -0.18 0.19
H -4.597 3.671 0.481 -0.13 -0.27 0.33 0.15
H -2.380 3.611 -0.989 0.15 0.06 -0.04 0.08
H -2.964 -0.265 0.629 -0.01 0.44 -0.01 0.09
```
Positions in Å, forces in eV/Å.

Electronic energy, Ha: -3552.9939
Gap between HOMO and LUMO, eV: 7.1152
Lowest unoccupied orbital energy, eV: -9.572
Total charge: +3
HOMO level, eV: -16.7

---

No. 3
Molecular formula: C20H41N2O4S
Method: DFT, ωB97M-V/def2-TZVPD

Geometry as XYZ:
```
68
Properties=species:S:1:pos:R:3:forces:R:3:lowdin_charge:R:1
C 7.077 -0.664 1.436 -0.08 0.01 0.02 -0.04
C 5.655 -0.373 1.824 -0.11 0.17 -0.01 -0.25
C 4.714 -1.397 1.917 -0.08 0.06 0.10 -0.02
C 3.402 -1.132 2.286 0.06 0.20 0.10 -0.07
C 3.001 0.173 2.565 0.06 -0.14 -0.14 -0.30
C 1.605 0.530 3.011 0.83 -0.30 -0.13 -0.35
S 0.268 -0.456 2.311 -1.65 0.98 0.02 1.10
C 3.928 1.205 2.466 0.15 -0.03 -0.08 -0.03
C 5.240 0.932 2.104 -0.04 -0.20 0.05 -0.01
H 7.489 0.148 0.839 0.03 -0.01 0.02 0.09
H 7.697 -0.776 2.328 0.01 0.00 -0.04 0.09
H 7.143 -1.586 0.860 0.03 0.02 0.02 0.08
H 5.016 -2.418 1.713 -0.04 0.04 -0.03 0.12
H 2.704 -1.959 2.360 0.01 -0.01 0.00 0.10
H 1.344 1.548 2.722 -0.10 -0.03 0.08 0.10
H 1.473 0.421 4.092 -0.20 0.02 -0.04 0.11
H 0.498 -0.677 0.989 0.49 -0.36 0.04 -0.01
H 0.243 -1.654 2.909 0.62 -0.27 -0.34 0.00
H 3.636 2.230 2.665 -0.02 -0.03 0.01 0.12
H 5.955 1.744 2.041 -0.04 -0.03 -0.04 0.12
C -1.017 -5.709 -1.439 0.05 -0.07 -0.01 -0.12
O -0.053 -5.331 -2.399 -0.07 0.13 0.09 -0.20
C -0.596 -4.971 -3.666 0.06 -0.10 -0.13 -0.21
C -0.368 -3.504 -3.945 -0.01 0.06 0.11 -0.21
N -1.160 -2.674 -3.047 0.18 0.00 0.02 -0.05
C -0.855 -1.250 -3.103 -0.14 -0.09 0.13 -0.19
C 0.541 -0.805 -2.690 -0.02 0.27 -0.20 -0.19
O 0.834 -1.006 -1.306 0.08 -0.10 0.34 -0.22
C 1.339 -2.285 -0.963 -0.15 -0.07 0.32 -0.10
H -0.477 -6.073 -0.566 0.01 0.00 0.00 0.09
H -1.656 -4.870 -1.138 -0.04 -0.02 -0.03 0.08
H -1.657 -6.514 -1.811 -0.02 0.00 0.01 0.09
H -1.661 -5.214 -3.710 -0.02 0.06 0.01 0.13
H -0.082 -5.560 -4.430 0.00 -0.04 0.03 0.13
H -0.654 -3.286 -4.977 -0.01 0.02 0.00 0.13
H 0.712 -3.318 -3.852 0.02 -0.03 -0.10 0.11
H -1.027 -3.006 -2.101 -0.07 -0.02 0.00 0.07
H -1.574 -0.731 -2.464 0.01 0.05 -0.06 0.10
H -1.033 -0.894 -4.121 0.02 0.00 -0.02 0.13
H 0.606 0.272 -2.853 0.02 0.00 0.05 0.12
H 1.328 -1.268 -3.293 -0.02 -0.08 0.04 0.12
H 1.940 -2.753 -1.744 -0.03 0.14 -0.13 0.10
H 0.528 -2.973 -0.701 0.06 -0.11 -0.07 0.08
H 1.975 -2.156 -0.082 0.08 -0.02 -0.06 0.06
C -4.031 6.053 0.963 0.05 0.05 0.03 -0.11
O -2.922 5.365 1.515 -0.07 -0.06 -0.10 -0.20
C -3.244 4.484 2.579 0.09 0.05 0.11 -0.22
C -2.999 3.047 2.172 -0.05 -0.04 -0.10 -0.23
N -3.958 2.611 1.170 0.19 0.04 -0.04 -0.04
C -3.672 1.314 0.576 -0.15 0.09 -0.01 -0.19
C -2.400 1.180 -0.255 0.10 -0.26 0.03 -0.25
O -2.399 1.910 -1.456 0.03 0.04 -0.02 -0.17
C -1.977 3.260 -1.366 -0.01 -0.01 -0.09 -0.09
H -3.637 6.773 0.249 0.01 -0.01 -0.01 0.09
H -4.719 5.379 0.442 -0.03 0.00 0.04 0.08
H -4.586 6.592 1.735 -0.02 0.00 0.00 0.09
H -4.279 4.621 2.902 -0.03 -0.04 -0.04 0.13
H -2.591 4.727 3.423 -0.02 0.03 0.01 0.12
H -3.096 2.405 3.053 0.00 -0.01 0.00 0.12
H -1.956 2.985 1.820 0.03 0.00 0.08 0.10
H -4.010 3.306 0.436 -0.06 0.01 0.02 0.08
H -4.512 1.051 -0.071 0.00 -0.03 0.01 0.13
H -3.646 0.566 1.377 0.03 0.00 0.01 0.12
H -2.313 0.128 -0.549 0.00 0.00 0.03 0.11
H -1.498 1.421 0.330 -0.04 0.09 0.02 0.09
H -1.228 3.395 -0.580 -0.01 0.01 0.02 0.09
H -2.812 3.940 -1.179 0.02 0.01 0.06 0.08
H -1.534 3.527 -2.324 0.00 -0.01 0.00 0.09
```
Positions in Å, forces in eV/Å.

Electronic energy, Ha: -1594.9270
Gap between HOMO and LUMO, eV: 7.5716
Lowest unoccupied orbital energy, eV: -3.346
Total charge: +1
HOMO level, eV: -10.9